Entry 1:
{
  "formula": "C31H34F7FeIN2O2P2Sb",
  "method": "ωB97M-V with the def2-TZVPD basis set",
  "spin_multiplicity": 5,
  "lumo_energy_ev": [-3.56, -4.88],
  "s_squared": 6.055,
  "charge": 1,
  "e_tot_ev": -126395.7330,
  "elements": ["Fe", "C", "C", "N", "C", "C", "C", "O", "C", "C", "N", "C", "C", "C", "C", "C", "C", "I", "C", "O", "H", "H", "H", "H", "H", "H", "H", "H", "H", "H", "H", "H", "C", "P", "C", "C", "C", "C", "C", "C", "C", "P", "C", "C", "H", "H", "H", "H", "H", "H", "H", "H", "H", "H", "H", "H", "H", "H", "H", "H", "F", "C", "C", "C", "C", "C", "C", "C", "H", "H", "H", "H", "H", "H", "F", "Sb", "F", "F", "F", "F", "F"],
  "xyz": [[-0.76, -0.82, 0.72], [-4.25, 2.42, 1.29], [-4.02, 1.83, -0.05], [-4.61, 2.39, -1.09], [-4.34, 1.92, -2.30], [-3.47, 0.83, -2.58], [-3.33, 0.50, -4.04], [-4.60, 0.38, -4.66], [-2.85, 0.19, -1.52], [-2.04, -0.99, -1.78], [-1.26, -1.60, -0.96], [-0.79, -2.89, -1.32], [-1.74, -3.78, -1.83], [-1.42, -5.10, -2.14], [-0.14, -5.56, -1.92], [0.81, -4.69, -1.41], [0.52, -3.36, -1.10], [-1.33, -2.89, 2.17], [-3.10, 0.70, -0.18], [-2.60, 0.24, 0.86], [-5.19, 2.96, 1.30], [-3.45, 3.15, 1.48], [-4.21, 1.67, 2.08], [-4.82, 2.41, -3.13], [-2.71, -0.37, -4.24], [-2.83, 1.34, -4.52], [-5.04, -0.42, -4.36], [-2.17, -1.43, -2.76], [-2.76, -3.45, -1.92], [-2.19, -5.75, -2.52], [0.13, -6.59, -2.14], [1.81, -5.08, -1.26], [3.48, 1.09, 2.29], [1.91, 1.07, 1.39], [1.35, 2.77, 1.28], [2.35, 0.42, -0.28], [2.93, 1.46, -1.01], [3.10, 1.41, -2.39], [2.62, 0.32, -3.08], [2.13, -0.76, -2.37], [2.04, -0.77, -0.97], [1.95, -2.48, -0.45], [3.44, -3.20, -1.17], [2.22, -2.77, 1.30], [4.23, 1.61, 1.68], [3.83, 0.08, 2.48], [3.36, 1.62, 3.23], [2.07, 3.41, 0.77], [1.24, 3.12, 2.31], [0.41, 2.81, 0.74], [3.20, 2.39, -0.53], [3.51, 2.26, -2.90], [2.62, 0.31, -4.16], [1.82, -1.64, -2.92], [3.35, -3.30, -2.25], [3.66, -4.17, -0.72], [4.26, -2.51, -0.94], [3.17, -2.31, 1.58], [2.32, -3.85, 1.44], [1.39, -2.46, 1.93], [0.23, 3.03, 7.38], [0.36, 2.36, 6.23], [1.36, 1.41, 6.13], [1.49, 0.72, 4.94], [0.65, 0.98, 3.86], [0.77, 0.21, 2.56], [-0.36, 1.93, 4.00], [-0.51, 2.63, 5.19], [2.00, 1.21, 6.98], [2.25, -0.05, 4.85], [-0.29, 0.17, 2.24], [1.15, -0.79, 2.78], [-1.04, 2.12, 3.18], [-1.28, 3.37, 5.32], [-0.14, 0.75, -0.05], [-0.21, 2.52, -2.50], [0.94, 3.80, -1.51], [1.10, 2.70, -3.94], [-1.44, 3.30, -3.69], [-0.66, 0.67, -3.22], [-1.61, 2.90, -1.16]]
}

=====

Entry 2:
{
  "formula": "C3H14NO4",
  "method": "ωB97M-V with the def2-TZVPD basis set",
  "spin_multiplicity": 1,
  "lumo_energy_ev": -3.36,
  "charge": 1,
  "e_tot_ev": -13010.4742,
  "elements": ["O", "C", "C", "N", "C", "H", "H", "H", "H", "H", "H", "H", "H", "H", "H", "O", "H", "H", "O", "H", "H", "O"],
  "xyz": [[1.09, -2.00, -1.84], [1.01, -0.81, -1.96], [0.91, 0.08, -0.68], [-0.53, 0.47, -0.51], [-0.73, 1.63, 0.38], [0.78, -0.43, -2.96], [1.26, -0.61, 0.12], [1.52, 0.98, -0.73], [-0.86, 0.82, -1.42], [-1.05, -0.31, -0.08], [-0.42, 2.60, -0.07], [-0.42, 1.44, 1.41], [-1.81, 1.79, 0.61], [6.97, 2.69, -1.09], [7.21, 1.14, -1.17], [6.55, 1.83, -1.05], [-5.23, -2.72, 2.37], [-4.44, -3.78, 1.99], [-4.30, -2.82, 2.09], [-1.79, -0.92, 1.72], [-3.28, -0.73, 1.59], [-2.44, -0.34, 1.31]]
}